Record 1
{"formula": "C6H8BrO3", "method": "the ωB97M-V functional and the def2-TZVPD basis", "symbols": ["H", "H", "H", "C", "O", "O", "O", "H", "Br", "C", "H", "H", "H", "C", "H", "C", "C", "C"], "positions_angstrom": [[2.10, -0.20, 1.23], [1.67, 3.16, 0.67], [0.01, 2.83, 1.03], [1.20, 1.12, 0.46], [1.82, 1.10, -1.78], [2.98, -0.21, -0.39], [1.54, 0.54, 1.61], [-1.66, -2.75, 0.33], [-2.10, 1.00, -0.22], [0.82, 2.59, 0.33], [-0.99, -3.01, -1.33], [0.69, -1.58, -0.44], [-2.16, -1.72, -1.11], [-0.35, -1.19, -0.39], [0.53, 2.78, -0.65], [2.09, 0.60, -0.70], [-0.49, 0.06, -0.10], [-1.40, -2.20, -0.59]], "de_lowest_kcal_mol": 0.00, "total_energy_ha": -3033.15770, "total_charge": -1, "lumo_ev": 3.12, "multiplicity": 1, "e_homo_ev": -4.45}

Record 2
{"formula": "C6H8CeINOS4Sb", "method": "the ωB97M-V functional and the def2-TZVPD basis", "symbols": ["S", "S", "C", "C", "H", "S", "H", "C", "I", "O", "H", "H", "Sb", "H", "S", "N", "H", "Ce", "C", "H", "H", "C", "C"], "positions_angstrom": [[1.41, 2.65, -1.15], [5.19, 3.93, -1.68], [-3.84, 0.50, 0.01], [1.26, -3.32, 0.14], [-1.35, -1.60, 0.19], [4.16, -0.01, -1.10], [-4.74, 0.70, 0.08], [-1.54, -0.68, 0.35], [-4.09, 3.13, 0.04], [1.83, -1.94, 0.36], [2.36, -3.91, 0.30], [-3.21, -1.82, 0.34], [3.80, 2.78, -0.57], [1.13, -3.69, -0.73], [3.38, 2.55, 1.56], [-0.77, 0.28, 0.42], [2.36, -1.72, -0.58], [1.57, 0.68, 0.49], [-3.22, -0.90, 0.11], [-1.16, 2.58, 0.38], [0.23, -3.52, 0.83], [-1.69, 1.78, 0.25], [-3.07, 1.55, -0.03]], "de_lowest_kcal_mol": 10.20, "total_energy_ha": -2968.90613, "lumo_ev": [-2.52, -2.51], "multiplicity": 2, "e_homo_ev": [-7.22, -7.22]}

Record 3
{"formula": "C6H8ClN2O2", "method": "the ωB97M-V functional and the def2-TZVPD basis", "symbols": ["C", "H", "C", "O", "H", "C", "H", "H", "H", "H", "C", "H", "N", "O", "C", "H", "Cl", "N", "C"], "positions_angstrom": [[-1.96, 0.24, 0.36], [2.17, 1.49, -1.80], [-3.27, -0.39, 0.50], [4.95, -1.30, -0.69], [-1.93, 1.08, -0.25], [2.66, 1.35, -0.86], [-3.86, 0.47, -1.22], [2.95, 2.44, -0.55], [0.26, -1.56, 0.96], [1.89, 1.01, -0.08], [-0.91, -0.10, 1.10], [0.29, -1.04, 2.71], [3.93, 0.64, -0.88], [2.71, -1.06, -0.51], [-4.26, -0.07, -0.36], [-3.54, -1.04, 1.31], [-5.79, -0.59, -0.77], [3.86, -0.65, -0.69], [-0.16, -0.91, 1.72]], "de_lowest_kcal_mol": 138.44, "total_energy_ha": -953.40864, "total_charge": -1, "lumo_ev": 2.51, "multiplicity": 1, "e_homo_ev": -3.75}

Record 4
{"formula": "C6H8ClN4", "method": "the ωB97M-V functional and the def2-TZVPD basis", "symbols": ["H", "H", "C", "N", "N", "C", "H", "H", "H", "C", "N", "C", "Cl", "H", "H", "C", "C", "H", "N"], "positions_angstrom": [[-1.09, -2.94, 0.34], [-2.28, -2.78, -0.97], [-1.98, -2.51, 0.07], [-1.61, -1.05, 0.08], [-2.39, -0.18, 0.34], [1.07, 2.07, 0.32], [4.05, 0.45, -0.38], [-3.75, 1.46, 0.57], [0.63, 2.96, 0.74], [2.46, 2.07, 0.08], [0.72, 0.03, -0.49], [-2.97, 0.74, 0.72], [2.28, -1.63, -1.53], [-0.61, -0.82, -0.18], [2.97, 3.02, 0.36], [2.02, -0.10, -0.73], [3.03, 0.84, -0.30], [-2.83, -2.66, 0.78], [0.28, 1.04, 0.17]], "de_lowest_kcal_mol": 47.70, "total_energy_ha": -912.24642, "total_charge": 1, "lumo_ev": -3.58, "multiplicity": 1, "e_homo_ev": -13.67}

Record 5
{"formula": "C6H8ClNOS", "method": "the ωB97M-V functional and the def2-TZVPD basis", "symbols": ["C", "C", "C", "H", "H", "S", "H", "Cl", "C", "H", "H", "O", "H", "C", "H", "N", "H", "C"], "positions_angstrom": [[-0.06, -1.73, 0.12], [0.01, -0.60, 1.08], [-1.06, 2.60, 0.08], [-0.53, 3.00, -0.91], [-0.63, -2.63, 0.46], [-1.49, 0.90, -0.28], [-0.20, 2.75, 0.69], [3.24, 1.26, -0.22], [2.06, -0.99, -0.93], [1.11, -2.90, -1.32], [2.95, -1.07, -1.40], [-1.19, 0.10, 1.14], [-1.94, 3.24, 0.28], [1.15, -1.94, -0.76], [-0.71, -1.23, -0.65], [1.05, 0.33, 0.90], [0.21, -0.90, 2.09], [1.91, 0.18, -0.02]], "smiles": "CSO[C@H]1CC=CC(Cl)=N1", "de_lowest_kcal_mol": 51.59, "total_energy_ha": -1221.71239, "lumo_ev": 0.27, "multiplicity": 1, "e_homo_ev": -8.72}

Record 6
{"formula": "C6H8CrF6N2O8S2", "method": "the ωB97M-V functional and the def2-TZVPD basis", "symbols": ["H", "F", "F", "H", "N", "C", "N", "O", "F", "H", "H", "O", "F", "C", "C", "H", "H", "O", "F", "O", "O", "H", "S", "F", "O", "O", "C", "Cr", "C", "C", "O", "H", "S"], "positions_angstrom": [[-2.23, -4.18, -1.78], [0.52, 0.16, 4.19], [2.87, 2.58, -4.25], [-2.36, 1.90, -0.85], [-1.42, -0.72, 1.04], [-2.67, -0.78, 3.31], [-1.09, -1.26, -1.84], [-1.61, 1.32, -0.95], [0.90, 2.29, 4.52], [-3.71, -1.02, 3.09], [-2.52, 0.17, 3.81], [1.11, -1.20, -0.26], [-0.80, 1.67, 3.36], [-2.28, -3.43, -2.57], [-1.95, -0.76, 2.05], [0.95, -2.06, -0.66], [-3.36, -3.30, -2.66], [2.00, 2.82, 2.09], [3.89, 0.67, -4.04], [2.51, 0.44, 2.18], [1.15, 1.15, -1.69], [-2.21, -1.53, 3.96], [2.59, 1.49, -1.84], [1.75, 0.73, -4.26], [2.84, 2.86, -1.56], [3.44, 0.47, -1.33], [0.50, 1.36, 3.64], [-0.18, 0.16, -0.50], [2.80, 1.36, -3.70], [-1.64, -2.20, -2.17], [0.50, 1.16, 1.06], [-1.83, -3.81, -3.48], [1.53, 1.48, 2.08]], "total_energy_ha": -3385.04634, "total_charge": -1, "lumo_ev": [1.93, 1.93], "multiplicity": 4, "e_homo_ev": [-5.44, -6.02]}